No. 1
Formula: C8H13NS2
Source: OMol25
Level of theory: ωB97M-V/def2-TZVPD

XYZ file:
```
24
Properties=species:S:1:pos:R:3:forces:R:3:nbo_charge:R:1
S 1.813016 -1.586216 -0.355130 0.10 0.15 0.08 0.194
S -0.184228 1.074024 0.215042 -4.74 2.96 -1.82 0.162
N -5.520158 -1.966189 0.722716 0.80 0.44 -0.52 -0.311
C -1.403579 2.200071 -0.477090 -0.41 0.24 -0.37 -0.519
C -1.700578 0.764904 -0.739123 -0.63 0.07 0.11 -0.336
C 2.220841 1.061597 0.506490 1.46 0.00 0.06 -0.667
C 1.609149 -0.281541 0.887617 1.93 -1.32 0.33 -0.526
C -4.635893 -1.475327 0.157927 -0.68 -0.38 0.46 0.258
C -3.545827 -0.871494 -0.552917 0.05 0.03 0.04 -0.339
C 3.598040 -1.842010 -0.264588 0.17 -0.04 0.01 -0.749
C -2.819367 0.118000 -0.025334 -0.01 0.03 -0.11 -0.093
H 2.022242 1.806278 1.287161 0.09 -0.06 -0.08 0.220
H -1.525678 0.407436 -1.753249 0.06 0.00 0.23 0.236
H 3.909224 -2.087485 0.755525 -0.08 0.04 -0.14 0.214
H 3.307282 0.988226 0.387247 -0.04 -0.10 0.26 0.222
H -3.036265 0.482954 0.978541 0.03 -0.05 -0.17 0.222
H 4.158407 -0.973207 -0.619952 -0.11 -0.10 0.05 0.212
H -3.340618 -1.261558 -1.546949 -0.03 0.06 0.15 0.239
H 2.010528 -0.638332 1.843210 0.03 0.03 -0.08 0.222
H 1.803197 1.426687 -0.435449 0.87 -0.13 0.24 0.241
H -1.073756 2.804672 -1.317181 -0.09 -0.09 0.06 0.227
H 3.835954 -2.690538 -0.910707 -0.06 0.11 0.07 0.233
H -2.028923 2.723417 0.239139 0.01 -0.08 -0.06 0.225
H 0.526993 -0.184367 1.017055 1.27 -1.81 1.20 0.211
```
Positions in Å, forces in eV/Å.

Computed properties:
**Energy**: -31663.5946 eV
**F_max**: 5.9 eV Å⁻¹
**Kohn-Sham gap**: 9.1 eV

No. 2
Formula: C22H66O11
Source: OMol25
Level of theory: ωB97M-V/def2-TZVPD

XYZ file:
```
99
Properties=species:S:1:pos:R:3:forces:R:3:lowdin_charge:R:1
O 1.086710 5.576232 5.216184 -0.18 0.31 0.82 -0.074
O -0.541359 -4.024018 -3.068292 -0.83 0.66 1.69 -0.076
O 1.713903 6.618328 -0.977732 -0.47 0.00 -0.40 -0.094
O -5.501014 -2.483756 2.298911 -0.07 0.29 -0.21 -0.087
O 3.813321 4.866701 2.565919 -0.15 0.51 -0.16 -0.084
O 0.988021 -2.997889 5.467118 0.42 0.12 0.56 -0.081
O -4.476812 0.883005 -4.261967 -0.19 -0.29 0.19 -0.073
O -1.200713 -0.254215 -1.401500 -1.12 -0.10 -2.11 -0.063
O -4.315625 -5.750709 -3.306487 0.20 0.26 0.54 -0.105
O 6.556031 -0.907019 -2.187614 1.72 -0.98 -0.88 -0.071
O 1.645644 -4.698892 0.339437 1.26 -0.09 -0.13 -0.106
C 5.759200 4.241392 3.663764 0.35 0.89 0.57 -0.090
C 0.146203 8.511632 -0.777917 0.43 -1.24 -0.24 -0.086
C 0.175199 4.538337 5.536520 0.22 -0.79 -0.27 -0.340
C 2.000101 -1.234051 4.202401 0.14 0.36 -1.08 -0.099
C 1.001422 -5.379331 1.416149 -0.52 0.06 -1.28 -0.296
C -5.436943 0.781634 -6.422150 -1.05 -0.14 -1.42 -0.110
C 1.112052 -3.253597 -4.526086 1.96 1.17 -0.74 -0.100
C 5.169558 5.274523 2.735411 0.36 -0.55 -0.61 -0.328
C -4.304431 0.350385 -5.567239 -0.04 0.67 0.44 -0.339
C -0.061328 1.118077 0.144971 0.81 -0.09 0.63 -0.071
C 0.324444 -4.406391 -4.082460 -1.17 -0.70 -0.69 -0.362
C -0.105008 -0.214439 -0.587637 0.80 0.22 1.94 -0.369
C -0.888821 4.445941 4.482929 -0.47 -0.05 -0.11 -0.099
C -4.181468 -2.070739 1.945519 0.14 -0.22 0.64 -0.311
C 0.647861 -6.832358 1.022154 -0.32 0.69 0.09 -0.082
C -3.402091 -1.542850 3.159894 0.25 -0.20 -0.22 -0.087
C -5.686544 -3.746049 -3.048866 -0.14 0.12 -0.21 -0.082
C 5.314737 0.307040 -0.631583 -0.04 0.30 0.48 -0.094
C 5.707729 0.172632 -2.102499 -1.58 0.24 1.27 -0.346
C -5.246832 -4.869667 -3.964029 0.97 -0.49 0.27 -0.308
C 0.559570 7.231978 -1.575591 0.12 1.41 0.83 -0.298
C 1.241486 -1.591931 5.429002 -1.26 -0.13 -0.12 -0.335
H 0.152750 -7.336192 1.852285 0.15 -0.17 0.02 0.068
H -0.437932 4.335542 3.496715 -0.06 0.22 -0.11 0.071
H 6.793988 4.457275 3.929680 0.24 -0.13 -0.43 0.072
H 4.827161 -0.015704 -2.716687 -0.30 0.23 -0.12 0.104
H -1.557768 3.595009 4.611453 0.01 -0.09 0.20 0.071
H 1.806200 -3.422276 5.735600 0.06 -0.24 -0.02 0.076
H 3.545882 5.120385 1.679517 -0.27 0.07 -0.02 0.076
H -3.260868 -2.265499 3.963588 -0.60 -0.33 0.01 0.067
H 0.861435 -0.409886 -1.052270 0.04 0.22 -0.70 0.106
H -5.568024 1.855901 -6.552040 0.27 0.00 0.19 0.079
H -3.980691 -6.369007 -3.960033 -0.07 -0.06 -0.02 0.071
H 0.967535 1.300021 0.455494 0.13 -0.02 0.15 0.064
H 0.570819 -2.386934 -4.905639 -0.58 -0.33 0.03 0.082
H -6.095037 -4.123547 -2.111466 -0.17 -0.03 -0.14 0.078
H -0.049351 -6.839822 0.184337 -0.24 0.22 0.01 0.062
H -4.283310 -0.738985 -5.597486 0.34 -0.17 0.30 0.106
H -3.660582 -2.902478 1.471183 0.22 -0.12 0.02 0.101
H 1.013178 -4.524746 -0.361453 -0.17 -0.09 0.02 0.063
H -0.258546 -1.081338 0.055023 0.56 0.16 1.03 0.107
H -6.419650 0.360241 -6.210505 0.06 0.00 0.81 0.075
H 1.694295 -1.155937 6.319494 0.22 -0.47 0.30 0.110
H -1.487963 5.353371 4.558474 -0.04 0.02 -0.44 0.077
H 0.013314 8.238107 0.268801 -0.43 -0.12 -0.04 0.068
H 0.896836 -5.281380 -3.774481 0.43 0.06 -0.10 0.117
H -4.938944 -2.995084 -2.793404 0.47 -0.38 -0.11 0.069
H -2.358536 -1.344064 2.915813 -0.02 0.48 -0.41 0.058
H 1.630846 -5.319300 2.304019 0.10 -0.01 -0.20 0.108
H 6.150810 1.099663 -2.466372 0.47 -0.28 -0.01 0.113
H 1.811659 -2.821376 -3.810665 -0.08 -0.32 0.49 0.074
H 6.078156 -1.713407 -1.980337 -0.08 0.05 0.02 0.090
H 5.684673 5.258985 1.774930 0.06 -0.31 -0.28 0.104
H 1.752825 -3.584924 -5.343246 0.07 0.00 -0.19 0.079
H -6.076875 -5.508644 -4.265449 -0.34 0.41 -0.21 0.108
H 5.257635 4.346743 4.625758 -0.37 -0.52 -0.04 0.075
H 1.423232 -1.451901 3.303581 -0.14 -0.23 0.02 0.069
H 0.811199 7.519979 -2.596299 -0.19 -0.10 -0.18 0.102
H -0.304484 4.665745 6.506966 0.32 0.72 0.09 0.111
H -4.282579 -1.306105 1.175317 -0.11 0.11 0.17 0.109
H 0.228118 -1.192061 5.392870 0.04 0.37 -0.07 0.108
H 6.193160 0.246955 0.010980 0.38 0.57 -0.25 0.072
H -3.721364 0.635564 -3.723761 0.08 0.00 0.12 0.074
H -0.309853 1.987979 -0.462985 -0.29 -0.31 -0.27 0.077
H -6.429040 -3.169003 -3.600074 -0.37 -0.10 0.18 0.074
H -0.777169 8.878714 -1.225955 0.06 0.36 0.25 0.068
H -3.882026 -0.657097 3.576084 0.10 0.01 -0.06 0.074
H 0.700970 3.588838 5.637082 0.23 -0.21 -0.12 0.102
H 2.919872 -1.812172 4.113522 0.20 0.18 0.14 0.077
H 5.646998 3.257619 3.208022 0.04 0.02 0.34 0.078
H 4.762317 1.221472 -0.415394 -0.04 0.01 0.06 0.066
H -5.269188 0.339162 -7.404067 0.29 0.26 -0.37 0.073
H -0.297498 6.558864 -1.596811 0.31 -0.31 0.09 0.105
H 4.762510 -0.540062 -0.224699 -0.55 -0.14 -0.55 0.066
H -3.392179 0.785275 -5.975623 0.27 -0.35 -0.22 0.111
H 1.550813 5.347767 4.407475 0.08 -0.15 -0.12 0.067
H 2.446214 7.019648 -1.451290 0.28 -0.17 0.22 0.073
H -0.643979 1.135691 1.066006 -0.29 -0.04 -0.19 0.067
H -4.703515 -4.491193 -4.829855 -0.45 0.31 -0.32 0.104
H -1.113349 -1.120513 -1.805832 -0.65 -0.14 -0.52 0.078
H 1.492722 -7.409176 0.645875 0.29 0.16 0.46 0.071
H 0.138750 -4.724912 1.541229 -0.59 -0.71 0.94 0.104
H 5.299597 6.314315 3.035468 -0.41 0.04 0.65 0.107
H 0.942320 9.254995 -0.736645 -0.08 0.14 -0.51 0.065
H -5.453054 -3.282083 2.829917 0.12 -0.01 0.05 0.077
H -0.310943 -4.689375 -4.921689 0.18 -0.42 -0.39 0.113
H 2.198475 -0.164342 4.135622 0.30 0.04 0.23 0.074
H -1.317170 -4.589233 -3.052303 -0.05 -0.08 0.04 0.078
```
Positions in Å, forces in eV/Å.

Computed properties:
**Energy**: -46402.0026 eV
**F_max**: 2.4 eV Å⁻¹
**Kohn-Sham gap**: 10.2 eV
**SMILES string**: CCO.CCO.CCO.CCO.CCO.CCO.CCO.CCO.CCO.CCO.CCO

No. 3
Formula: C8H12N2OSSiTl
Source: OMol25
Level of theory: ωB97M-V/def2-TZVPD

XYZ file:
```
26
Properties=species:S:1:pos:R:3:forces:R:3:nbo_charge:R:1
Tl 1.968171 4.634095 0.941477 0.07 0.05 -0.06 0.932
S -1.114634 2.265002 -0.004849 0.09 -0.52 -0.62 0.565
Si -1.006290 -1.107997 -0.105046 0.06 0.08 -0.07 1.623
O -0.146146 3.560960 1.927254 0.09 -0.13 0.08 -0.414
N 1.559777 2.267246 -0.174731 0.03 -0.07 0.03 -0.546
N -1.133286 3.323258 1.265450 -0.21 0.48 0.47 -0.012
C 0.488935 1.466608 -0.101677 0.00 -0.01 0.07 0.012
C 1.795147 -0.480354 -0.310183 -0.03 -0.10 -0.02 -0.115
C 0.517009 0.069787 -0.159975 0.02 0.21 0.04 -0.422
C 2.755355 1.689135 -0.321309 -0.07 0.10 -0.01 0.035
C -1.999298 -0.816894 1.434746 -0.12 0.05 0.15 -1.128
C -1.979210 -0.816701 -1.663057 -0.07 0.03 -0.11 -1.123
C 2.918181 0.320496 -0.400702 0.07 -0.05 0.00 -0.224
C -0.307573 -2.824898 -0.090183 0.12 -0.18 0.00 -1.132
H -1.360384 -0.725927 2.316901 -0.04 -0.01 -0.02 0.249
H 3.905009 -0.104532 -0.528086 -0.04 0.02 0.00 0.246
H 1.909922 -1.556797 -0.357212 0.01 0.06 -0.01 0.238
H 3.612527 2.352586 -0.390043 -0.02 -0.02 0.01 0.202
H -2.486453 0.150965 -1.675897 0.03 -0.03 -0.02 0.243
H -1.326391 -0.875720 -2.538879 -0.08 0.01 0.03 0.249
H -1.130040 -3.545031 -0.052579 0.05 0.04 -0.01 0.262
H -2.750571 -1.584947 -1.771927 0.05 0.04 0.01 0.260
H 0.276058 -3.043019 -0.989472 -0.05 -0.03 0.07 0.245
H -2.635775 0.068253 1.374122 0.04 -0.06 0.03 0.248
H -2.651287 -1.682662 1.588367 0.02 0.07 0.02 0.259
H 0.321245 -3.002921 0.787490 -0.04 -0.02 -0.07 0.247
```
Positions in Å, forces in eV/Å.

Computed properties:
**Energy**: -36917.6877 eV
**F_max**: 0.8 eV Å⁻¹
**Total charge**: +1
**Kohn-Sham gap (spin up / spin down)**: 8.6 / 8.6 eV